Entry 1:
Computed, not measured: a molecular structure, C33H26BiF12N5O8, with wB97M-V/def2-TZVPD.

## Properties
Orbital gap   5.981 eV
Charge   -2
Energy relative to the best compared isomer or geometry (same formula, charge and spin)   50.1 kcal/mol
HOMO level   -1.9285 eV

```
85
C33H26BiF12N5O8, DFT wB97M-V/def2-TZVPD
Bi 0.0565 -0.6678 -0.1626
C -6.0389 -3.8455 0.9006
C -4.7037 -3.2236 1.1674
C -3.9489 -3.4709 2.2422
C -2.6352 -2.9036 2.4597
C -2.0978 -1.9730 1.6322
N -0.8641 -1.4176 1.7463
C -0.2030 -1.3254 2.9694
C -0.9275 -0.8437 4.0731
C -0.3474 -0.6532 5.3068
C 1.0030 -0.9285 5.5042
C 1.6665 -0.7026 6.8358
C 1.7200 -1.3972 4.4179
C 1.1660 -1.6011 3.1519
C 2.0627 -2.1784 2.0316
O 1.6133 -2.0374 0.7694
C 2.1822 -3.7127 2.2907
F 2.5840 -4.0575 3.5407
F 0.9920 -4.2972 2.1032
F 3.0558 -4.2906 1.4408
C 3.5002 -1.5350 2.0994
F 4.1680 -1.7208 0.9556
F 4.3023 -2.0481 3.0793
F 3.4317 -0.2144 2.3103
C -2.9515 -1.4238 0.4791
C -4.1556 -2.2975 0.1346
C -2.3641 -1.0799 -2.2367
O -1.3669 -0.1667 -2.1422
C -2.1257 -2.0183 -3.4798
F -1.1986 -2.9589 -3.3005
F -1.7098 -1.2863 -4.5392
F -3.2546 -2.6571 -3.8809
C -3.7131 -0.3488 -2.5562
F -3.7628 0.0626 -3.8560
F -4.8375 -1.0730 -2.3863
F -3.8572 0.7706 -1.8314
H -6.3313 -4.5189 1.7094
H -6.8248 -3.0883 0.7924
H -6.0316 -4.4201 -0.0311
H -4.3174 -4.1677 2.9929
H -2.0454 -3.2693 3.2903
H -1.9754 -0.6176 3.9224
H -0.9470 -0.2670 6.1258
H 0.9269 -0.4711 7.6048
H 2.2233 -1.5834 7.1646
H 2.3725 0.1314 6.7997
H 2.7692 -1.6188 4.5621
H -4.9662 -1.7065 -0.3055
O -5.2634 2.7095 1.8131
C -4.1303 2.0630 1.3976
C -2.9271 2.7308 1.2388
C -1.8244 1.9911 0.8463
N -1.9260 0.7016 0.5711
C -3.0811 0.0484 0.7241
C -4.2202 0.6970 1.1653
C -2.3620 -1.9678 -0.9141
O -3.4133 -2.9755 -0.9157
O -1.1154 -2.4295 -0.7768
C -0.4100 2.5902 0.8143
O -0.3106 3.8099 0.9325
O 0.5065 1.7184 0.7025
H -5.0533 3.6435 1.9042
H -2.7990 3.7862 1.4470
H -5.1526 0.1701 1.3140
N -2.1546 2.7012 -4.2104
C -1.1798 3.3701 -3.5066
C -0.1084 2.6367 -2.9477
N 0.8641 3.2230 -2.2914
C 0.7906 4.5582 -2.1664
C -0.2550 5.2658 -2.7083
N -1.2563 4.6861 -3.3878
H -2.2582 1.7287 -3.9596
H -3.0295 3.2002 -4.2452
H -0.1305 1.5537 -3.0218
H 1.5676 5.0472 -1.5934
H -0.3102 6.3422 -2.5838
C 4.4372 1.2237 -2.1071
C 3.1883 0.9492 -1.2969
O 3.1767 1.8424 -0.1999
H 4.4916 0.5605 -2.9741
H 5.3302 1.0696 -1.4976
H 4.4340 2.2579 -2.4561
H 3.1820 -0.0955 -0.9581
H 2.3056 1.1186 -1.9257
H 2.2644 1.9495 0.1327
```


Entry 2:
Computed, not measured: a molecular structure, C33H26Br2FeGeNO5S3 at a distorted geometry, with wB97M-V/def2-TZVPD.

## Properties
Orbital gap (spin up / spin down)   5.945 / 5.871 eV
Charge   -2
Energy relative to the best compared isomer or geometry (same formula, charge and spin)   0.0 kcal/mol
⟨S²⟩   1.01
Spin multiplicity   2
HOMO level (spin up / spin down)   -2.1302 / -2.0564 eV

```
72
C33H26Br2FeGeNO5S3, DFT wB97M-V/def2-TZVPD
Fe 0.1251 -0.4859 0.6069
S 0.0045 2.3475 4.1651
C 0.3248 1.1644 3.0231
S -0.4600 -0.3498 2.9480
S 1.3378 1.2135 1.6580
Br -4.0907 -3.1865 -0.4940
C -3.9777 -1.3134 -0.2266
C -5.1607 -0.5556 -0.2753
C -5.1403 0.7897 -0.0880
Br -6.7861 1.7607 -0.1357
C -3.9161 1.4685 0.1449
C -3.7813 2.8681 0.3625
C -2.5537 3.4005 0.5796
C -1.4086 2.5524 0.5585
N -1.5039 1.2660 0.3528
C -2.7327 0.7126 0.1714
C -2.7222 -0.7447 0.0188
O -1.6268 -1.3909 0.0938
H -6.1002 -1.0609 -0.4587
H -4.6678 3.4901 0.3662
H -2.4220 4.4577 0.7707
H -0.4131 2.9439 0.7285
O 2.6886 -0.3316 -2.6814
C 2.8100 -0.1524 -1.4586
O 1.9100 -0.1993 -0.5771
C 4.1968 0.2709 -0.9610
C 4.2835 1.8007 -0.9620
Ge 3.6641 2.6883 -2.5547
C 4.8995 2.3609 -4.0344
C 6.0462 1.5928 -3.8400
C 6.9403 1.3577 -4.8799
C 6.6978 1.8895 -6.1367
C 5.5616 2.6570 -6.3510
C 4.6733 2.8867 -5.3065
C 3.7596 4.6117 -2.1656
C 3.3121 5.5430 -3.1063
C 3.3621 6.9069 -2.8535
C 3.8533 7.3673 -1.6381
C 4.2881 6.4603 -0.6850
C 4.2430 5.0945 -0.9496
C 1.8548 2.4287 -3.1897
C 0.7878 2.9839 -2.4841
C -0.5221 2.7729 -2.8979
C -0.7786 2.0065 -4.0241
C 0.2754 1.4503 -4.7375
C 1.5823 1.6539 -4.3175
H 4.9411 -0.1547 -1.6363
H 4.3563 -0.1012 0.0526
H 5.3111 2.1420 -0.7985
H 3.6782 2.1997 -0.1476
H 6.2438 1.1626 -2.8665
H 7.8220 0.7524 -4.7067
H 7.3880 1.7011 -6.9507
H 5.3622 3.0726 -7.3317
H 3.7844 3.4781 -5.4947
H 2.8993 5.2000 -4.0485
H 3.0069 7.6090 -3.5983
H 3.8806 8.4304 -1.4300
H 4.6502 6.8099 0.2738
H 4.5699 4.4037 -0.1834
H 0.9740 3.5799 -1.5977
H -1.3444 3.1930 -2.3317
H -1.8012 1.8261 -4.3327
H 0.0777 0.8407 -5.6109
H 2.3933 1.1768 -4.8520
C 0.1460 -2.0792 -2.2255
O 0.6608 -2.8583 -1.1290
C 0.6754 -2.2370 0.0617
O 1.0400 -2.8222 1.0496
H 0.1974 -2.7395 -3.0898
H 0.7633 -1.1969 -2.3916
H -0.8900 -1.8138 -2.0213
```


Entry 3:
Computed, not measured: a molecular structure, C33H26Br4IrO2P2, with wB97M-V/def2-TZVPD.

## Properties
Orbital gap   6.874 eV
Charge   +1
Energy relative to the best compared isomer or geometry (same formula, charge and spin)   2.1 kcal/mol
HOMO level   -10.2342 eV

```
68
C33H26Br4IrO2P2, DFT wB97M-V/def2-TZVPD
Ir 0.8301 -0.1192 -0.1846
C -1.8581 1.8764 -1.7357
C -1.7636 0.5423 -2.5014
P -0.0865 -0.0614 -2.1976
C 0.0225 -1.8349 -1.9232
C -1.0794 -2.7001 -1.8365
C -0.9283 -3.9351 -1.2512
C 0.2961 -4.3163 -0.6827
C 1.3867 -3.4827 -0.7566
C 1.2744 -2.2388 -1.4006
C 0.9981 0.5505 -3.4783
C 0.9001 0.0689 -4.7848
C 1.7438 0.5693 -5.7603
C 2.6741 1.5513 -5.4353
C 2.7676 2.0331 -4.1382
C 1.9331 1.5300 -3.1502
C -2.0697 1.7385 -0.2175
P -1.1974 0.3706 0.6261
C -2.3121 -1.0537 0.7273
C -1.8315 -2.1748 1.4064
C -2.6262 -3.2984 1.5486
C -3.9049 -3.3197 1.0049
C -4.3895 -2.2097 0.3306
C -3.5989 -1.0752 0.1987
C -0.9733 0.9087 2.3374
C 0.0602 0.3672 3.1002
C 0.2570 0.7902 4.4059
C -0.5757 1.7532 4.9549
C -1.6151 2.2851 4.2039
C -1.8182 1.8647 2.8999
H -2.6748 2.4705 -2.1453
H -0.9472 2.4554 -1.9120
H -1.8995 0.6865 -3.5734
H -2.5063 -0.1757 -2.1563
H -2.0417 -2.4041 -2.2322
H -1.7708 -4.6126 -1.2119
H 0.3861 -5.2830 -0.2055
H 2.3461 -3.7837 -0.3582
H 2.1805 -1.6936 -1.6484
H 0.1778 -0.6998 -5.0370
H 1.6794 0.1958 -6.7732
H 3.3296 1.9420 -6.2021
H 3.4918 2.7976 -3.8916
H 2.0024 1.8988 -2.1321
H -3.1311 1.6516 0.0221
H -1.7055 2.6429 0.2722
H -0.8321 -2.1696 1.8262
H -2.2494 -4.1583 2.0868
H -4.5277 -4.1972 1.1192
H -5.3908 -2.2163 -0.0794
H -4.0115 -0.2107 -0.3055
H 0.7278 -0.3736 2.6773
H 1.0709 0.3753 4.9859
H -0.4143 2.0926 5.9693
H -2.2667 3.0344 4.6330
H -2.6322 2.2950 2.3303
Br 5.6742 1.5688 4.4391
C 4.2770 1.6376 3.1836
C 3.5627 2.8279 2.9801
Br 3.9770 4.3724 3.9672
C 2.5308 2.8706 2.0475
Br 1.4826 4.3992 1.7329
C 2.2261 1.7326 1.3146
O 1.2511 1.7160 0.3867
C 2.9092 0.5402 1.5383
O 2.4550 -0.5386 0.8717
C 3.9444 0.4924 2.4635
Br 4.8040 -1.1596 2.7067
```


Entry 4:
Computed, not measured: a molecular structure, C33H26Cl3CoIN5OS at a distorted geometry, with wB97M-V/def2-TZVPD.

## Properties
Orbital gap (spin up / spin down)   7.354 / 7.988 eV
Charge   +1
Energy relative to the best compared isomer or geometry (same formula, charge and spin)   7.8 kcal/mol
⟨S²⟩   3.76
Spin multiplicity   4
HOMO level (spin up / spin down)   -10.3815 / -11.0825 eV

```
71
C33H26Cl3CoIN5OS, DFT wB97M-V/def2-TZVPD
Co 1.4480 2.0029 -0.6421
C 6.6448 -0.3779 0.3191
C 5.5051 -0.5355 1.0933
C 4.4360 0.3407 0.9539
C 4.5049 1.3855 0.0475
C 5.6466 1.5454 -0.7303
C 6.7105 0.6637 -0.5984
N 3.3981 2.3193 -0.0491
N 3.7957 3.4781 -0.1821
C 2.8168 4.4287 -0.5438
C 3.2118 5.7662 -0.5795
C 2.2737 6.7262 -0.9138
C 0.9682 6.3372 -1.1914
C 0.5911 4.9957 -1.1342
C 1.5169 3.9977 -0.8411
H 7.4867 -1.0504 0.4442
H 5.4506 -1.3351 1.8241
H 3.5698 0.2439 1.5967
H 5.6855 2.3671 -1.4342
H 7.5971 0.7978 -1.2085
H 4.2380 6.0248 -0.3290
H 2.5472 7.7733 -0.9462
H 0.2348 7.0919 -1.4667
H -0.4454 4.7430 -1.3468
Cl -4.9624 -0.4342 4.9777
C -4.6605 -0.6480 3.2889
C -3.3581 -0.7683 2.8325
C -3.1383 -0.9838 1.4847
C -4.1866 -1.0592 0.5737
C -3.8751 -1.3094 -0.8873
C -3.5992 -0.0294 -1.6714
N -2.5834 0.8752 -1.1204
C -2.7581 1.7895 -0.0991
C -1.5513 2.3769 0.0892
N -0.6262 1.8331 -0.7896
C -1.2900 0.9355 -1.4979
O -2.7586 -2.1572 -1.0562
C -3.0422 -3.5682 -1.0163
C -2.2561 -4.3187 0.0147
C -2.6287 -4.5553 1.3045
Cl -4.1086 -4.1468 2.0575
S -1.4612 -5.4498 2.1816
C -0.4370 -5.5418 0.8158
C -0.9798 -4.9092 -0.2566
C -5.4800 -0.9048 1.0612
Cl -6.8458 -0.9395 -0.0147
C -5.7285 -0.7108 2.4134
H -2.5335 -0.7122 3.5340
H -2.1277 -1.1327 1.1167
H -4.7451 -1.7385 -1.3799
H -4.5312 0.5272 -1.7499
H -3.2734 -0.3262 -2.6642
H -3.7114 1.9495 0.3818
H -1.2812 3.1574 0.7862
H -0.8887 0.3314 -2.3010
H -2.7700 -3.9539 -1.9967
H -4.1085 -3.7334 -0.8609
H 0.5026 -6.0772 0.8788
H -0.5104 -4.8703 -1.2377
H -6.7454 -0.6193 2.7764
I 2.4430 0.4707 -3.0207
C 2.0387 -0.7679 -1.3767
C 2.3278 -2.1180 -1.3707
C 1.9667 -2.8338 -0.2411
C 1.3099 -2.1932 0.8004
C 1.0834 -0.8371 0.6996
N 1.4665 -0.1280 -0.3709
H 2.8100 -2.5886 -2.2177
H 2.1913 -3.8930 -0.1746
H 0.9768 -2.7412 1.6732
H 0.5931 -0.2775 1.4884
```


Entry 5:
Computed, not measured: a molecular structure, C33H26F5MoN5OSSi, with wB97M-V/def2-TZVPD.

## Properties
Orbital gap (spin up / spin down)   7.328 / 6.787 eV
Charge   +2
Energy relative to the best compared isomer or geometry (same formula, charge and spin)   22.0 kcal/mol
⟨S²⟩   2.01
Spin multiplicity   3
HOMO level (spin up / spin down)   -13.8012 / -13.4349 eV

```
73
C33H26F5MoN5OSSi, DFT wB97M-V/def2-TZVPD
Mo -1.3330 -0.0579 1.0174
C -2.5348 4.2017 1.8199
C -1.8142 2.9013 1.7009
N -2.1632 1.9510 0.8949
N -3.3657 2.0623 0.2083
C -4.2681 1.0727 0.4329
N -5.4971 1.2505 -0.0402
S -3.8352 -0.3295 1.2720
C -0.7397 2.4922 2.5897
C -0.0362 3.3495 3.4233
C 0.8965 2.8206 4.2987
C 1.0854 1.4497 4.3309
C 0.3685 0.6503 3.4635
N -0.5263 1.1512 2.5963
H -3.5962 4.0141 2.0010
H -2.1611 4.7949 2.6470
H -2.4444 4.8002 0.9104
H -3.6530 2.9819 -0.1002
H -5.7998 2.1060 -0.4782
H -6.1809 0.5211 0.0876
H -0.2074 4.4148 3.3845
H 1.4597 3.4764 4.9481
H 1.7860 0.9854 5.0100
H 0.5004 -0.4233 3.4615
N -1.6814 -0.1406 -1.0530
C -1.7825 -0.5920 -2.1102
C -1.9275 -1.1443 -3.4037
C -3.1082 -0.9538 -4.1291
C -3.2139 -1.5357 -5.3769
C -2.1617 -2.2944 -5.8802
C -0.9945 -2.4822 -5.1512
C -0.8619 -1.9058 -3.9014
H -3.9194 -0.3678 -3.7200
H -4.1143 -1.4052 -5.9603
H -2.2577 -2.7491 -6.8573
H -0.1901 -3.0796 -5.5572
H 0.0349 -2.0377 -3.3112
F 1.6220 -5.4119 1.0596
C 0.6052 -4.5728 1.2570
C 0.5037 -3.2635 0.5606
F -0.0986 -3.0983 -0.6393
C 1.3184 -2.1671 1.1598
F 2.5070 -2.5284 1.7558
C 0.0379 -2.5608 1.8470
O -1.0438 -1.7233 1.8598
C 0.1283 -3.8347 2.6116
F 0.6567 -3.8954 3.8371
C -0.6066 -4.9206 1.9840
F -1.8629 -5.0043 1.5898
C 2.6415 -0.8453 -4.1741
C 2.8693 -1.8997 -3.3007
C 2.4435 -1.8082 -1.9830
C 1.7892 -0.6626 -1.5206
C 1.5708 0.3903 -2.4151
C 1.9870 0.2993 -3.7323
Si 1.4541 -0.4861 0.2879
C 2.6109 0.6565 1.1922
C 2.4021 2.0293 1.0038
C 3.2300 2.9723 1.5866
C 4.2891 2.5576 2.3856
C 4.5164 1.2032 2.5813
C 3.6905 0.2594 1.9867
H 2.9821 -0.9114 -5.1990
H 3.3866 -2.7859 -3.6423
H 2.6331 -2.6405 -1.3134
H 1.0754 1.2986 -2.0853
H 1.8135 1.1208 -4.4144
H 0.2496 0.5054 0.4338
H 1.5801 2.3756 0.3801
H 3.0611 4.0271 1.4126
H 4.9450 3.2872 2.8416
H 5.3493 0.8779 3.1903
H 3.9005 -0.7885 2.1466
```


Entry 6:
Computed, not measured: a molecular structure, C33H27AsN7O4SW, with wB97M-V/def2-TZVPD.

## Properties
Orbital gap (spin up / spin down)   6.128 / 6.135 eV
Charge   +3
Energy relative to the best compared isomer or geometry (same formula, charge and spin)   0.7 kcal/mol
HOMO level (spin up / spin down)   -16.0620 / -16.1012 eV

```
74
C33H27AsN7O4SW, DFT wB97M-V/def2-TZVPD
W -1.0654 0.7254 0.1719
O -5.2085 1.3380 0.9780
C -3.9277 1.3995 0.8184
O -3.2108 0.4243 0.5373
C -3.2749 2.6947 0.9808
C -3.8932 3.8999 1.2793
C -3.1113 5.0381 1.4056
C -1.7355 4.9206 1.2494
C -1.1955 3.6798 0.9540
N -1.9476 2.5691 0.8050
C 0.2175 3.3080 0.8343
O 1.2215 4.1093 0.9204
O 0.4476 2.0926 0.6647
H -5.5643 0.4418 0.8412
H -4.9668 3.9329 1.4106
H -3.5611 5.9950 1.6304
H -1.1065 5.7945 1.3659
H 0.9904 5.0426 1.0550
N 0.1678 1.2421 3.4522
C -0.4757 0.0505 3.3639
N -0.6775 -0.6179 4.4725
C -1.2624 -1.8169 4.3554
N -1.5271 -2.5064 5.4452
N -1.5955 -2.3776 3.1583
C -1.3881 -1.6313 2.1189
N -0.8737 -0.3745 2.1243
C -1.7912 -2.1656 0.7983
C -2.3391 -3.4269 0.6793
C -2.7465 -3.8671 -0.5726
C -2.5889 -3.0256 -1.6611
C -2.0293 -1.7761 -1.4711
N -1.6265 -1.3467 -0.2633
H 0.5218 1.4337 4.3802
H 0.8103 1.4609 2.7075
H -1.2848 -2.1373 6.3513
H -1.9459 -3.4196 5.3730
H -2.4453 -4.0372 1.5638
H -3.1835 -4.8498 -0.6918
H -2.8927 -3.3193 -2.6561
H -1.8921 -1.0996 -2.3009
S -1.3340 1.5716 -1.9222
C -0.4374 0.6153 -3.1291
C -0.8173 0.7362 -4.4612
C -0.1418 0.0094 -5.4334
C 0.9090 -0.8277 -5.0819
C 1.2980 -0.9415 -3.7501
C 0.6313 -0.2147 -2.7752
As 1.1520 -0.2913 -0.9247
C 1.9056 -2.0473 -0.6374
C 1.1504 -3.2172 -0.6368
C 1.7700 -4.4482 -0.5004
C 3.1504 -4.5294 -0.3709
C 3.9097 -3.3697 -0.3933
C 3.2937 -2.1333 -0.5280
C 2.6310 0.9162 -0.6973
C 3.0538 1.7216 -1.7450
C 4.0970 2.6197 -1.5410
C 4.7037 2.7106 -0.2986
C 4.2738 1.9037 0.7514
C 3.2353 1.0096 0.5558
H -1.6360 1.3886 -4.7380
H -0.4376 0.0996 -6.4699
H 1.4351 -1.3860 -5.8443
H 2.1229 -1.5916 -3.4843
H 0.0831 -3.2022 -0.7816
H 1.1718 -5.3499 -0.5093
H 3.6303 -5.4932 -0.2684
H 4.9872 -3.4200 -0.3147
H 3.9167 -1.2489 -0.5549
H 2.5970 1.6490 -2.7251
H 4.4428 3.2354 -2.3605
H 5.5240 3.3993 -0.1468
H 4.7622 1.9631 1.7151
H 2.9244 0.3653 1.3732
```